C4H11InNO5P | ωB97M-V/def2-TZVPD

For the energy above the lowest of the compared OMol25 structures with the same formula, charge and spin, the calculation gives 0.256 eV. Its charge is 0. Its highest occupied orbital energy is -9.87 eV.

```
23
Properties=species:S:1:pos:R:3:forces:R:3:lowdin_charge:R:1
C 4.16028 -16.29325 -4.16197 0.0 0.7 0.1 -0.2155
H 4.12665 -15.23810 -3.86391 -0.5 0.2 -0.6 0.1159
H 5.17921 -17.55931 -7.09220 -0.5 0.7 -0.1 0.0896
O 0.78518 -12.63525 -6.08677 0.1 -0.6 0.5 -0.3556
C 3.07624 -18.53162 -3.57845 -1.0 0.8 0.9 -0.0583
H 2.93769 -16.64671 -2.60208 -0.4 -0.2 0.1 0.1431
C 5.25525 -17.34116 -6.02355 0.1 -0.3 -0.2 -0.0887
C 2.91441 -17.00853 -3.64261 1.3 -1.1 0.5 -0.4396
O 2.73732 -13.11549 -4.75624 0.8 -0.6 0.5 -0.1957
H 0.87676 -17.15980 -3.94240 0.1 -0.2 0.0 0.0897
H 5.05214 -18.32601 -5.59772 0.4 0.1 0.6 0.0856
H 1.56137 -15.70052 -3.97628 -0.8 0.1 -0.5 0.0151
O 0.73227 -13.90478 -3.92554 0.3 -0.1 -0.1 -0.0959
N 1.66985 -16.65341 -4.31737 1.0 1.3 0.0 0.0406
H 2.92925 -19.02705 -4.53513 0.4 0.0 -0.1 0.0805
O 4.33377 -16.37378 -5.55752 -0.3 0.2 -0.9 -0.3341
H 6.26483 -16.95017 -5.88937 0.2 -0.4 0.4 0.0962
P 1.28967 -12.65438 -4.62573 -1.6 1.8 -0.5 -0.0929
H 2.23961 -18.80260 -2.92539 0.1 -0.6 -0.1 0.0764
H 3.98141 -18.78151 -3.02763 0.1 -0.3 -0.4 0.0825
O 1.00806 -11.41820 -3.79245 0.6 -0.9 -0.6 -0.2007
H 5.06741 -16.57496 -3.61597 -0.1 -0.8 -0.1 0.1338
In 2.22411 -14.85717 -6.87335 -0.1 0.2 0.4 1.0278
```
Positions in Å, forces in eV/Å.